Entry 1:
Computed, not measured: 13 unconnected molecules or ions with the total composition C47H71N7O12S3 in a non-equilibrium geometry, with ωB97M-V/def2-TZVPD.

* gap between HOMO and LUMO: 8.9339 eV

Structure (XYZ):
```
140
Properties=species:S:1:pos:R:3:forces:R:3
C 2.69913 -2.53434 -5.29267 1.541 0.853 0.660
H -4.23785 -4.80979 3.68881 0.156 -0.045 -0.140
S -1.92211 3.85235 -0.21448 1.970 1.441 -1.274
C 4.17612 -0.57248 3.12269 -0.402 -0.893 0.995
H -1.07860 -4.10092 0.27369 -0.050 0.229 -0.625
H 3.19457 2.94485 -3.89195 -0.147 -0.615 -0.672
C 5.60082 -2.43913 -2.19211 -1.633 1.367 1.376
C 0.40587 1.38189 4.68214 -0.316 -0.720 -1.216
C -6.00605 1.42520 -0.47330 0.146 -0.703 -1.744
H -8.57019 2.12492 -3.26493 0.378 -0.241 0.085
H 0.18520 1.05468 -0.47383 -0.266 0.357 -0.087
C -3.94933 -0.57984 -4.88146 -1.839 0.613 0.601
H -0.74447 3.60121 -3.46615 -0.130 0.158 -0.088
C -2.39588 2.24417 -3.18871 0.083 1.251 -0.047
C -3.37055 -4.60896 3.05218 0.596 1.726 -0.766
C 0.71161 -3.16780 6.91711 -1.066 1.503 1.060
H -3.44203 -5.19212 2.11178 0.057 0.383 0.598
H -5.26699 1.16976 0.27098 -0.086 0.174 0.110
H 7.10700 -0.98841 -2.55941 0.292 0.330 0.167
O -2.67303 -2.58926 1.58992 0.774 -1.589 1.114
H 0.03140 -2.89075 3.20341 0.245 0.075 -0.441
H 1.10867 -3.19521 0.82303 -0.425 -0.162 -1.890
C 4.37596 -2.59259 -1.56099 -0.874 -0.808 -0.190
C -4.44389 0.49428 -5.63844 -2.477 -1.665 1.903
H 2.96333 -1.78827 -0.03112 -0.004 -0.063 -0.699
H -5.46653 0.74156 -5.53964 -1.048 0.177 0.299
C 6.20939 -1.18974 -1.99868 0.227 -0.420 -0.606
C -2.39316 -0.08870 2.21616 1.086 0.782 -0.171
O 1.45765 -3.30826 1.68929 0.168 0.082 1.761
C -6.90863 2.47947 -0.37145 2.023 -1.215 1.961
H 3.84591 -3.55092 -1.76048 0.147 0.890 0.533
H -2.46033 -4.83489 3.60166 0.056 -0.389 -0.127
C -7.79074 2.72128 -1.33238 -2.110 0.960 -2.805
H -3.13379 -2.51724 3.71208 0.316 0.119 -0.604
C -1.64231 3.52258 -2.85928 -0.703 0.334 1.363
H -1.64706 1.19455 -7.38153 -1.178 -0.225 0.443
H 3.97625 0.17963 1.34468 -0.226 0.113 0.270
C 3.35434 5.75737 0.18781 0.864 -1.810 1.335
H 2.61786 3.92621 -0.75689 -0.153 0.051 -0.374
N -6.95599 0.89120 -2.65276 -0.104 1.135 0.312
H 1.68287 0.52544 1.82014 -0.357 0.215 0.153
H -2.47498 0.98362 1.83402 0.009 -1.526 0.451
H -0.86746 4.49353 1.78893 -0.246 -0.060 0.124
O -4.54183 -1.12795 1.18580 -0.125 0.153 -0.340
H 4.16313 7.30526 1.41311 0.062 -0.959 0.358
H 2.45994 -1.82068 6.99812 -0.557 0.097 0.635
O -2.40525 5.17711 -0.43790 -0.516 0.388 -0.308
C -0.13332 -2.80357 -3.20591 0.479 0.445 -2.059
C 3.09950 4.38778 0.08473 -0.045 0.895 1.133
O 1.92414 -0.33371 -4.78320 -1.240 1.176 -0.350
H -2.75821 -4.35314 -1.72550 0.483 -0.017 -0.079
H -2.23582 4.45395 -2.86904 0.308 -0.375 -0.066
C 0.47383 2.69277 5.08797 0.861 0.712 -0.161
H 3.12556 6.45929 -0.53843 -0.412 1.048 -1.509
H -8.45629 3.58842 -1.25443 0.106 -0.428 -0.053
C -7.81799 1.93369 -2.49528 0.969 -1.012 0.899
C 3.16715 2.06384 -4.57492 -0.510 -0.331 0.331
H 0.84341 3.47194 4.39105 -0.320 -0.546 0.435
N 4.48102 -0.49093 -0.41625 1.964 0.864 -1.442
O -2.53279 -1.03587 -0.26572 0.003 -0.338 0.809
C -0.55256 4.02593 0.86434 2.158 -1.447 0.301
C 3.08486 -1.06401 -5.08447 0.921 -0.734 -0.293
H 3.60834 -0.61916 -5.99099 -0.684 -0.609 0.965
H 2.77215 2.28469 -5.58027 0.531 0.105 0.434
C -2.41856 0.76019 -6.69618 2.542 -0.363 0.083
H -0.92785 -0.67010 -5.90617 -0.128 0.640 -0.073
C -0.35899 0.80875 6.83649 -0.103 1.046 -0.489
H -2.08967 -3.45624 -3.85239 -0.339 0.096 -1.041
N 0.19576 3.10546 6.31934 -0.827 0.222 0.777
C -0.86625 -3.76507 -0.75176 -0.007 -0.106 -2.084
C 3.39974 3.58490 1.19155 0.503 -0.540 -1.286
H 0.21375 -2.55951 7.68978 -0.210 -0.865 -0.213
C 1.99648 -4.28638 4.86340 -0.349 -0.393 -0.241
C 4.05127 4.12331 2.29521 -1.201 -0.280 -0.075
C -3.40669 -3.03601 2.78090 0.412 -2.249 0.382
H 6.00816 -3.22730 -2.77919 0.350 -0.325 -0.413
H -2.80146 -0.20769 3.22986 -0.436 0.069 -0.574
H 1.48735 -1.83332 3.11538 -0.883 -0.277 -0.452
H 4.13718 1.55151 -4.52946 -0.183 0.340 -0.408
C -1.93374 -0.24361 -5.83760 -0.412 0.162 -0.821
H 3.72499 -0.97899 -4.21973 0.611 -0.075 0.219
C 0.72332 -2.75541 -2.14413 0.173 0.889 0.024
H -4.39774 -2.84356 2.53670 -1.783 0.646 -0.065
H -0.77920 2.53845 8.13362 0.931 -0.063 -0.825
C -6.02703 0.68567 -1.68054 -1.076 0.629 0.292
H -0.77794 -4.73582 6.57898 0.089 0.392 -0.342
O 3.57358 0.32659 2.23422 -0.143 0.187 -0.638
H 3.64861 -0.59196 4.10994 0.114 0.148 -0.948
C -0.29641 2.21382 7.17875 -0.431 -2.105 -0.638
H 3.66387 -3.06128 -5.27149 -0.361 -0.188 -0.783
C -0.00184 0.37405 5.54703 0.315 0.988 0.797
C 0.12392 -4.22682 6.23062 1.738 -0.290 -0.247
C 3.81342 -1.58355 -0.69609 1.333 -1.582 0.140
H 0.02200 -0.66493 5.18963 -0.292 0.413 0.496
H 1.71691 -2.21962 -2.24794 -1.225 -0.807 0.392
N 4.21769 5.44644 2.39102 1.527 -0.579 1.139
H 0.22294 -2.33028 -4.16197 -0.847 -0.606 1.010
H -5.31431 -0.11715 -1.88199 -0.183 0.200 0.228
C 2.65240 -3.28271 5.54348 0.230 0.391 0.343
H 3.67856 -2.94093 5.31258 -0.803 -0.369 -0.145
H 2.12577 -2.58447 -6.18076 -0.243 -0.605 -1.126
S 2.02228 0.91496 -3.81127 -2.183 1.889 -1.802
H 4.21059 -1.59379 2.72826 -0.308 -0.050 -0.009
N 0.32281 -3.18852 -0.95441 0.264 -0.482 1.670
S -3.11707 -1.21240 1.03320 -0.603 1.982 -0.146
H 0.19669 -1.69245 1.87884 -0.381 0.463 -0.267
H 5.19391 -0.32122 3.33907 0.812 0.468 0.113
C 3.98573 6.20514 1.35591 -1.302 1.248 -1.055
H -2.83742 2.37519 -4.18112 0.164 -0.354 0.022
C 5.65413 -0.26125 -1.16239 -1.747 -0.431 1.307
H 3.20088 2.52668 1.01845 0.162 0.138 0.750
C 0.72445 -2.38900 2.49664 1.405 -0.219 1.229
O 0.69565 1.49213 -3.80060 1.303 -0.642 -0.176
H -1.32652 -0.37767 2.32799 -0.501 0.459 -0.440
H 2.42391 -4.71321 3.97470 0.210 -0.245 -0.225
O 0.79817 0.77310 1.47716 0.846 0.217 0.136
H -0.78099 0.09631 7.51746 -0.044 -0.121 0.503
C 1.94655 -2.67229 6.57371 1.279 -0.356 -1.074
H 0.56190 1.14330 3.62876 0.214 0.129 0.320
N -2.71922 -0.89327 -4.97340 3.063 -1.241 -0.145
O 2.63186 0.51261 -2.62211 1.133 -0.984 2.296
C -3.74027 1.14851 -6.55391 1.072 0.963 -1.929
C -1.75142 -3.95075 -1.87708 0.434 0.182 2.545
H -6.89727 3.07551 0.50739 0.028 0.502 0.652
H -1.55224 1.58731 -3.18236 -0.240 -1.403 -0.236
C -1.37042 -3.43322 -3.07996 0.363 0.325 0.361
H -0.04291 3.02376 1.06158 -0.995 1.044 -0.050
N 0.79334 -4.77121 5.19269 -0.602 0.146 0.435
H -3.18923 1.98040 -2.47595 0.425 0.138 -0.103
C 0.83664 0.41715 0.10486 0.618 -0.696 -0.562
H 4.31343 3.46106 3.14363 -0.092 0.720 -0.461
H 0.44455 -0.60700 0.00923 0.239 0.108 -0.332
H 2.13504 -2.99934 -4.50152 -0.218 0.375 0.492
H -4.49403 -1.23632 -4.16169 -0.260 1.085 -0.731
H 0.27173 4.63258 0.41887 -1.089 -0.179 0.028
O -2.83835 2.85371 0.16934 -0.854 -1.315 0.710
H 6.13777 0.68890 -0.99763 -0.037 0.110 0.108
H 1.86684 0.48306 -0.35681 -1.019 -0.074 0.666
H -4.26680 1.86533 -7.20358 0.660 -0.164 0.393
O -1.07569 3.37395 -1.48370 -0.358 0.217 -0.133
```
Forces are in eV/Å.

---

Entry 2:
Computed, not measured: 16 unconnected molecules or ions with the total composition C20H72N16O16 in a non-equilibrium geometry, with ωB97M-V/def2-TZVPD.

* gap between HOMO and LUMO: 7.7357 eV

Structure (XYZ):
```
124
Properties=species:S:1:pos:R:3:forces:R:3
H 2.63469 0.42947 -0.18128 1.252 0.475 -0.660
H -1.86633 -2.14741 1.51374 1.304 0.105 0.511
H 5.15536 1.01483 4.08018 0.414 0.031 -0.111
H -0.91950 -0.06061 -0.27971 2.249 -1.162 0.342
H -3.50893 2.51601 -3.18190 0.785 -0.596 -0.997
O 5.21056 1.04589 -2.16827 -3.728 0.921 5.380
N 0.28059 -2.91564 -2.59692 0.873 4.330 -1.038
O 1.25410 3.83593 -3.71303 1.871 -1.818 3.676
N -1.46261 -1.84565 2.41447 0.550 0.288 -0.025
H -4.59586 1.95552 1.03903 0.116 -0.385 2.553
N -3.27858 -2.81606 3.20878 -3.820 -0.959 0.403
O 1.05166 -0.03648 0.72003 -0.940 0.046 0.234
C 0.38680 0.42633 4.05313 -1.585 0.392 -0.882
H -3.84934 -3.03089 4.01916 0.061 0.154 -0.134
C -3.00364 1.98385 -4.04673 0.350 -0.338 0.627
C -3.57749 1.00807 2.66189 2.208 -2.951 5.211
H -1.61122 -0.46316 -2.79914 -0.280 -1.063 0.204
N -2.29228 3.07209 0.47400 -3.078 0.895 1.714
H -4.96923 2.36908 2.75313 -0.028 0.025 -0.420
H 3.29327 0.03002 1.82355 -0.653 0.461 -0.274
H 4.19072 -2.49095 -2.70854 0.091 -0.077 -0.077
H 3.46443 1.33046 4.00526 -0.073 -0.242 -0.143
H -3.03522 2.57742 -4.93924 -0.546 0.639 -0.411
O -5.57201 -0.08275 -1.05393 4.802 4.867 0.665
H -0.63545 -2.44540 -2.89864 2.807 -0.911 0.666
H 2.30064 1.55443 -1.70178 -1.047 0.472 -0.598
C -1.48464 1.69859 -3.93675 -1.694 0.365 -0.387
H -3.76334 -2.46389 2.42051 -0.884 0.144 -0.845
H -1.17985 3.67230 -1.42038 0.805 -0.200 0.316
N 4.31524 2.32170 -0.33667 3.546 2.519 1.880
C 3.24502 -2.56323 -3.24345 1.940 -0.247 -1.371
H 1.98313 6.15039 1.06199 0.115 1.223 0.178
H 0.78365 1.66022 -2.57403 0.147 -0.415 -0.738
H 3.98761 -0.86073 3.09010 0.331 -0.193 -0.167
C 0.08198 -0.67008 -0.14617 -0.146 2.361 0.229
H 1.62504 -1.12262 3.80835 0.067 -0.095 0.121
H -2.77319 1.68118 -0.58626 -0.818 -1.467 -0.527
H -1.25133 -3.85026 0.89655 -0.243 0.983 -0.076
H -6.20877 1.99929 -0.50234 1.244 0.842 -0.421
H 0.04977 -4.92932 0.75914 1.960 -0.020 -0.542
H 0.45206 2.98473 -1.09011 -1.824 0.116 0.674
O 2.32836 2.94043 1.27055 2.352 -0.949 0.067
H -3.22617 -3.31622 -3.68512 0.135 0.654 1.683
H -0.83502 1.86124 -2.11681 -0.375 -0.218 0.386
H -3.94768 -3.37364 -2.03209 1.393 -0.489 -1.436
H 3.21817 4.77946 -2.49475 -0.404 -2.200 0.441
C -1.02890 2.85074 0.36795 5.574 -4.260 5.097
H 3.13672 -0.26247 -1.67865 0.663 0.781 0.502
H -0.56847 0.78691 3.51306 1.476 -0.696 0.733
N 1.59054 2.12743 -2.22479 -0.621 -3.815 2.159
O -3.43727 0.83339 4.00962 -0.880 1.128 -6.515
C -0.93983 -4.85186 1.06643 -0.678 -0.287 1.328
H -2.92657 3.56118 -0.16087 1.060 0.010 0.447
H -0.72929 -4.48633 3.12601 0.992 0.855 0.787
H 5.21645 2.88999 -0.13946 -1.893 -1.812 -0.724
O -1.69594 -2.22558 4.78875 -2.193 0.668 -7.012
C -4.68055 0.96004 -0.88363 -3.132 -8.170 -1.327
H 1.15067 -2.36643 -2.39780 -1.562 -0.353 -0.447
C 3.19737 -2.66807 0.59786 -0.309 1.128 2.754
C 2.18662 4.23686 1.74262 -1.694 0.653 -0.737
H -3.52742 1.05852 -4.29244 -0.309 0.076 0.424
H 3.63512 2.41744 0.43510 0.286 -0.392 -0.648
H 3.10152 -1.93777 -0.14862 -0.078 0.768 -1.450
H 1.50975 2.48604 1.11845 -1.781 -0.420 0.184
N -2.87982 0.29342 1.75183 1.397 -1.155 0.694
H -1.26260 1.00438 -4.73955 0.336 -0.159 -0.146
N -2.05252 -1.37962 -3.06917 2.856 5.819 -2.172
H 4.98652 -0.19830 1.78072 1.113 -0.100 -0.391
H -0.97576 2.61330 -4.13332 0.847 0.666 -0.130
C -2.17744 -2.19835 3.47451 4.798 -0.844 8.738
N -3.11587 -3.12697 -2.65782 -6.668 -5.853 -0.131
H 2.81158 -3.51675 -3.00236 -0.867 -0.167 0.507
C 1.94750 3.25547 -2.72148 -2.322 4.445 -5.812
H -2.25551 -1.32337 -4.06862 -0.486 -0.873 0.668
H -2.99758 -0.07954 -0.94038 0.565 -0.673 -0.215
H -0.92281 -5.57694 -1.70861 -0.305 0.830 -0.164
H 3.12711 5.30821 -0.03572 -1.453 -0.369 0.955
H -0.50215 -1.69953 2.75390 0.386 0.062 -1.096
H -0.53297 -6.14276 2.73853 -0.195 -0.756 0.166
H 3.47146 -2.58524 -4.32712 -0.036 0.178 0.499
H 3.85071 2.74044 2.25337 -0.624 -0.472 0.120
C -1.11102 -5.26528 2.52095 -0.624 0.682 -0.911
O 0.84759 -0.76769 3.37389 0.077 0.960 -0.154
O 2.53446 -1.39675 -2.89335 -1.872 1.325 -1.325
H 3.60334 3.36777 -1.42410 -0.955 0.207 -0.946
O -2.50508 -1.79211 -0.82051 -0.822 -1.625 -5.956
O -2.47725 -5.37990 2.89340 -0.045 -0.834 -0.323
H 1.99779 -1.02529 -3.66601 1.362 -0.923 1.478
H -0.09430 -1.64438 0.23722 -0.714 -0.910 -0.044
H -1.87895 -4.12556 -2.27462 2.808 -1.636 0.672
H 3.67424 -3.53471 0.25088 0.090 -1.436 -0.540
H -2.69328 2.64455 1.26800 -0.975 0.058 1.321
C 0.22276 -4.04835 -1.97954 5.820 -4.927 2.864
H 0.05973 0.11119 5.03851 0.158 0.447 0.310
H -2.81657 -4.47541 2.80509 -0.064 -0.471 0.206
H 1.28059 5.07287 -0.02422 0.123 -0.315 -0.541
O 1.93288 -2.87722 1.23732 1.123 -2.086 -0.161
C -2.60143 -2.09326 -2.15075 1.400 4.383 6.800
N -0.59248 3.08572 -0.81146 3.553 1.767 -4.387
N -0.93374 -4.61268 -2.05980 -4.439 -2.903 0.317
H 1.47305 -2.08453 1.09582 -0.914 1.694 0.052
N -3.36654 0.84307 -0.77152 0.458 0.804 -1.832
H 1.18006 4.20147 2.20933 0.660 0.803 0.314
O 4.61773 2.40615 2.70759 1.449 0.468 0.254
O 1.28060 -4.74735 -1.41249 -4.417 3.746 -2.747
H 0.59263 0.21355 1.55365 0.637 -0.205 -0.647
C 4.17443 -0.00445 2.43191 -0.732 0.184 1.741
H 2.97781 4.52039 2.43693 -0.077 -0.359 0.218
C 2.16714 5.21780 0.58052 0.853 0.328 0.041
H 1.09151 1.29537 4.01565 -0.238 -0.968 0.171
H -2.18249 -0.44354 2.11358 -1.264 1.824 -0.648
O -0.20457 2.18876 1.32091 -4.730 3.843 -4.350
N -5.17120 2.11810 -0.59646 -3.785 3.930 0.393
H -4.78292 3.00388 -0.92482 -0.474 -0.585 0.040
C 4.35512 1.19732 3.37301 -0.871 -0.216 -0.410
N 2.99579 3.78824 -2.17492 2.744 4.146 -0.029
H 3.83185 -2.20485 1.37178 0.264 -0.322 -0.443
H -1.51777 -5.42424 0.40022 -0.912 -1.142 -0.611
C 4.35193 1.22781 -1.11196 6.511 1.119 -5.825
O -1.05805 1.14241 -2.72396 0.225 -0.465 0.179
H -2.98924 0.44022 0.72404 -0.096 -0.443 2.343
N 3.30169 0.51308 -0.99833 -4.466 -4.940 0.831
N -4.38853 1.87487 2.08409 -2.159 2.424 -0.571
H 0.66513 -0.73891 -1.05325 -0.537 -0.182 -0.673
```
Forces are in eV/Å.

---

| no. | molar mass (g/mol) | HOMO (eV) |
| --- | --- | --- |
| 1 | 1022.32 | -8.98 |
| 2 | 792.89 | -8.81 |